1.
Formula: C28H23N4O2PPtS
Source: OMol25
Level of theory: ωB97M-V/def2-TZVPD

```
60
Properties=species:S:1:pos:R:3
Pt 0.776 -0.147 -0.761
S 1.627 1.356 -3.309
P 0.281 -1.178 1.574
O 1.777 -0.084 -3.391
O 2.563 2.212 -3.973
N 1.597 1.607 -1.693
N 0.827 3.870 -1.587
N 0.074 2.126 -0.154
N -3.797 2.806 -5.190
C 1.783 -0.957 2.566
C 2.451 0.259 2.492
C 0.016 4.695 -0.931
C -1.443 3.317 -4.988
C -0.964 -1.069 4.093
C 0.523 -2.647 0.575
C -3.154 -1.964 4.529
C 1.155 -4.442 -1.403
C 1.190 -3.085 -1.696
C 0.028 1.767 -3.900
C -2.023 -1.288 4.962
C -0.777 4.303 0.139
C 3.444 -1.766 4.110
C 3.612 0.466 3.226
C -1.027 -1.531 2.780
C 0.861 -2.172 -0.694
C -2.520 2.449 -4.787
C -1.034 0.895 -3.694
C -2.170 -2.205 2.348
C -3.225 -2.423 3.220
C 0.783 -4.904 -0.140
C 0.822 2.615 -1.157
C 2.287 -1.971 3.379
C -0.178 2.979 -4.547
C -2.299 1.234 -4.133
C 4.107 -0.545 4.033
C 0.459 -4.007 0.865
C -0.715 2.968 0.498
H -1.311 2.556 1.305
H 0.751 -5.968 0.055
H -0.081 -0.548 4.443
H 3.836 -2.556 4.737
H -1.603 4.262 -5.493
H -4.103 -2.954 2.877
H -1.961 -0.931 5.983
H -3.979 -2.136 5.208
H 4.132 1.413 3.154
H -4.451 2.052 -5.316
H -1.420 5.001 0.652
H -0.003 5.723 -1.276
H 0.657 3.648 -4.700
H 1.777 -2.926 3.434
H -2.231 -2.569 1.329
H 5.015 -0.387 4.600
H 0.161 -4.358 1.846
H -3.124 0.550 -3.974
H 1.412 -5.159 -2.173
H -3.855 3.504 -5.913
H -0.868 -0.054 -3.197
H 2.073 1.038 1.840
H 1.465 -2.738 -2.684
```

Computed properties:
HOMO-LUMO gap (alpha / beta): 7.345 / 7.127 eV
Multiplicity: 3
DFT total energy: -62833.3670 eV
E_LUMO (alpha / beta): 0.351 / -1.076 eV

natural (NBO) population analysis, charges in e, atoms 1 to 2: atom 1 (Pt): 0.779, atom 2 (S): 2.320



2.
Formula: C28H24AlBrCl2N7S
Source: OMol25
Level of theory: ωB97M-V/def2-TZVPD

```
64
Properties=species:S:1:pos:R:3
Br 5.774 2.942 3.802
Cl -1.697 2.221 3.673
Cl -1.509 -0.176 1.914
S -1.941 0.558 -1.106
Al 0.114 0.042 -0.150
N 1.102 -0.100 -1.986
N -1.691 5.444 2.365
N -2.667 1.133 -3.580
N -0.165 -1.974 -0.179
N 0.632 1.998 0.048
N 1.524 -0.529 1.203
N -0.611 0.431 -3.596
C 3.872 -0.071 1.736
C 2.537 0.302 1.812
C 1.714 2.575 -0.509
C -1.682 0.699 -2.793
C -0.979 0.734 -4.922
C -0.947 4.882 1.694
C 3.133 2.241 3.088
C -0.214 2.787 0.730
C 4.845 0.718 2.331
C 1.559 -1.785 1.415
C 0.512 -3.993 0.916
C -1.866 0.503 3.602
C 0.686 -0.064 -3.260
C -1.225 -4.037 -0.723
C 1.110 4.734 0.307
C -1.066 -2.665 -0.878
C 0.609 -2.640 0.703
C 2.165 1.459 2.484
C 4.472 1.874 3.003
C -4.012 1.513 -3.117
C -0.435 -4.711 0.186
C 2.399 -0.471 -1.779
C -0.004 4.143 0.896
C 1.501 -0.472 -4.310
C 2.797 -0.868 -4.069
C 3.272 -0.841 -2.766
C -2.244 1.160 -4.898
C 1.976 3.924 -0.410
H -1.968 -4.557 -1.313
H -1.094 2.333 1.164
H 2.746 -0.446 -0.758
H -2.894 0.210 3.770
H -4.587 1.830 -3.980
H 2.859 4.332 -0.883
H -4.497 0.660 -2.648
H 5.887 0.436 2.272
H 4.291 -1.109 -2.524
H 2.265 -2.221 2.120
H 3.428 -1.184 -4.889
H 4.166 -0.962 1.188
H -2.883 1.488 -5.700
H -0.546 -5.779 0.330
H 1.158 -4.478 1.637
H -1.166 0.017 4.268
H 1.118 1.718 2.599
H -3.939 2.331 -2.404
H -1.678 -2.105 -1.571
H 2.853 3.129 3.639
H 1.128 -0.494 -5.320
H -0.316 0.659 -5.761
H 1.287 5.797 0.410
H 2.404 1.931 -1.036
```

Computed properties:
HOMO-LUMO gap: 6.419 eV
Net charge: +3
DFT total energy: -152355.5774 eV
E_LUMO: -9.691 eV

natural (NBO) population analysis, charges in e, atoms 1 to 2: atom 1 (Br): 0.190, atom 2 (Cl): 0.082



3.
Formula: C28H24Cl4N4O4SSiV
Source: OMol25
Level of theory: ωB97M-V/def2-TZVPD

```
67
Properties=species:S:1:pos:R:3
V 0.223 -0.116 -0.716
Cl 0.619 4.992 -0.819
Cl 4.401 0.812 -3.638
Cl 4.981 3.920 -3.923
Cl 3.108 5.997 -2.526
S -1.536 0.698 0.796
Si -1.603 1.589 4.113
O -0.640 -1.929 -0.031
O 1.477 -1.127 -0.511
O 0.507 1.849 -0.867
O 1.843 0.379 -1.828
N -1.220 0.646 -2.301
N 1.006 0.200 1.135
N 0.272 -2.630 -2.012
N -0.208 -1.351 -2.258
C -2.268 2.619 -3.190
C 2.142 0.108 1.806
C 1.434 2.491 -1.475
C 0.791 -6.458 -0.223
C 0.371 -5.469 1.925
C 3.619 3.363 -2.984
C -0.097 0.984 3.144
C 0.134 -4.243 1.315
C 2.260 0.431 3.143
C 0.219 -4.107 -0.066
C 0.697 -6.581 1.157
C -2.267 3.203 3.424
C -0.594 -1.168 -3.470
C 2.786 4.289 -2.361
C 0.556 -5.228 -0.827
C 1.683 3.851 -1.601
C -2.223 2.093 -4.473
C -0.050 -2.799 -0.749
C -0.504 -2.143 -4.591
C -1.200 0.162 -3.559
C -0.102 0.628 1.780
C 1.122 0.874 3.811
C -2.948 0.282 4.189
C 2.276 1.547 -2.112
C 3.368 1.985 -2.863
C -1.098 1.942 5.909
C -1.679 0.833 -4.673
C -1.758 1.868 -2.140
H 0.622 -5.127 -1.903
H -0.719 1.037 6.390
H 2.983 -0.247 1.221
H 1.043 -7.317 -0.835
H -2.686 3.599 -3.002
H -1.629 0.395 -5.659
H -2.610 2.662 -5.311
H -3.735 0.587 4.889
H -0.942 -1.744 -5.506
H 0.296 -5.551 3.003
H 1.212 1.129 4.863
H -2.538 -0.670 4.532
H -1.766 2.238 -1.128
H -1.968 2.292 6.470
H 0.877 -7.539 1.634
H -0.123 -3.376 1.911
H -3.027 3.619 4.094
H 0.543 -2.387 -4.780
H -3.406 0.126 3.212
H 3.211 0.341 3.650
H -0.327 2.715 5.950
H -2.722 3.060 2.444
H -1.463 3.936 3.325
H -1.030 -3.063 -4.326
```

Computed properties:
HOMO-LUMO gap (alpha / beta): 5.198 / 5.316 eV
Net charge: -2
Multiplicity: 2
Energy above the lowest of the compared OMol25 structures with the same formula, charge and spin: 117.3 kcal/mol
DFT total energy: -138067.6126 eV
E_LUMO (alpha / beta): 4.447 / 4.446 eV

natural (NBO) population analysis, charges in e, atoms 1 to 2: atom 1 (V): 0.963, atom 2 (Cl): -0.047